Record 1
This record from the OMol25 dataset describes a cluster of 2 separate species, C6H14N2O3S in total at a distorted geometry. The level of theory is wB97M-V/def2-TZVPD.

Last columns: bonded neighbours and bond lengths (Å).
Cartesian coordinates (Å):
1 S 3.1271 -0.8149 -0.4451  O2 1.420, O3 1.422, O4 1.639, N6 1.803
2 O 4.4434 -1.3111 -0.2484  S1 1.420
3 O 2.2145 -1.2883 -1.4268  S1 1.422
4 O 2.4126 -0.8172 1.0300  S1 1.639, H15 0.968
5 N 4.5368 1.2652 -0.8049  N6 1.167, H14 0.959
6 N 3.4307 0.9047 -0.8949  S1 1.803, N5 1.167
7 C -0.3655 0.9403 1.0361  C10 1.514, C12 1.580, H18 1.094, H19 1.174
8 C -1.5893 -1.0878 0.3021  C9 1.570, C12 1.553, H16 1.127, H24 1.119
9 C -0.7927 -2.2737 0.9533  C8 1.570, H20 1.143, H25 1.094, H26 1.031
10 C 0.7744 1.9052 0.7883  C7 1.514, C11 1.306, H17 1.090
11 C 1.3201 2.0855 -0.3840  C10 1.306, H21 1.110, H22 1.089
12 C -0.7013 0.0663 -0.2365  C7 1.580, C8 1.553, H13 1.076, H23 1.097
13 H -1.2202 0.6847 -0.9477  C12 1.076
14 H 5.1118 0.5872 -0.4447  N5 0.959
15 H 1.4712 -0.6798 0.8502  O4 0.968
16 H -2.2676 -0.6728 1.1010  C8 1.127
17 H 1.1935 2.2631 1.7285  C10 1.090
18 H -0.4088 0.3788 1.9743  C7 1.094
19 H -1.4000 1.4961 1.0303  C7 1.174
20 H -0.2061 -2.8327 0.1474  C9 1.143
21 H 1.9501 2.9810 -0.5693  C11 1.110
22 H 0.8621 1.5763 -1.2301  C11 1.089
23 H 0.2920 -0.2873 -0.5404  C12 1.097
24 H -2.1340 -1.5308 -0.5689  C8 1.119
25 H -0.0504 -1.7231 1.5385  C9 1.094
26 H -1.4933 -2.8184 1.4785  C9 1.031

Results
Energy relative to the best compared isomer or geometry (same formula, charge and spin)   87.62 kcal per mole
Total charge   0
2S+1   1
SMILES   [H]/N=N\S(=O)(=O)O.C=CCCCC
HOMO-LUMO gap   9.25 eV

***

Record 2
This record from the OMol25 dataset describes the ion C6H14N2P with charge +1 at a distorted geometry. The level of theory is wB97M-V/def2-TZVPD.

Last columns: bonded neighbours and bond lengths (Å).
Cartesian coordinates (Å):
1 P 0.5356 0.0327 2.0159  N2 1.652, C6 1.811, H18 1.422
2 N 1.1537 0.7193 0.6467  P1 1.652, C9 1.448
3 N 0.7310 -0.7691 -1.4832  C4 1.553, C5 1.427, C7 1.411, H17 1.063
4 C -0.2415 0.4160 -1.2341  N3 1.553, C8 1.533, C9 1.471, H10 1.091
5 C -0.3124 -1.6672 -1.1095  N3 1.427, C8 1.516, H19 1.124, H22 1.044
6 C -1.1015 0.6736 2.4482  P1 1.811, H15 1.140, H20 1.011, H21 1.028
7 C 1.8894 -0.6788 -0.6833  N3 1.411, H12 1.029, H23 1.105
8 C -1.3326 -0.5820 -0.8294  C4 1.533, C5 1.516, H14 1.030, H16 1.186
9 C 0.3929 1.4200 -0.3665  N2 1.448, C4 1.471, H11 1.130, H13 1.176
10 H -0.3772 0.9498 -2.1755  C4 1.091
11 H 1.0921 2.0543 -0.9868  C9 1.130
12 H 2.6778 -0.0941 -0.9936  C7 1.029
13 H -0.4202 2.0945 0.1490  C9 1.176
14 H -1.6090 -0.5167 0.1604  C8 1.030
15 H -1.1486 1.8115 2.3973  C6 1.140
16 H -2.4049 -0.5920 -1.3363  C8 1.186
17 H 0.9302 -0.7428 -2.5266  N3 1.063
18 H 1.1995 0.8698 2.9540  P1 1.422
19 H -0.0101 -2.5370 -0.4652  C5 1.124
20 H -1.2627 0.4683 3.4254  C6 1.011
21 H -1.8495 0.3032 1.8477  C6 1.028
22 H -0.5839 -2.2016 -1.9639  C5 1.044
23 H 2.0520 -1.4318 0.1094  C7 1.105

Results
Total charge   +1
2S+1   3
HOMO-LUMO gap (alpha / beta)   7.29 / 7.79 eV

***

Record 3
This record from the OMol25 dataset describes an isolated molecule of C6H14N2S at a distorted geometry. The level of theory is wB97M-V/def2-TZVPD.

Last columns: bonded neighbours and bond lengths (Å).
Cartesian coordinates (Å):
1 S 0.2228 -0.9594 1.0847  N2 1.699, C5 1.860, H20 1.297
2 N 1.5443 -0.4305 0.1570  S1 1.699, C4 1.445, H14 1.098
3 N -1.3719 -0.2957 -1.1435  C8 1.466, H13 1.073
4 C 1.6274 -0.9943 -1.1713  N2 1.445, C7 1.548, H19 1.163, H22 1.071
5 C -0.5462 0.4395 2.0390  S1 1.860, C6 1.337, C9 1.507
6 C 0.2359 1.2469 2.7622  C5 1.337, H10 1.125, H18 1.057
7 C 0.9069 -0.2011 -2.2878  C4 1.548, C8 1.583, H21 1.064, H23 1.142
8 C -0.6412 -0.5113 -2.3956  N3 1.466, C7 1.583, H11 1.031, H15 1.036
9 C -2.0107 0.5899 1.7166  C5 1.507, H12 1.049, H16 1.091, H17 1.018
10 H 1.3367 1.1326 2.9615  C6 1.125
11 H -1.0145 0.0949 -3.1412  C8 1.031
12 H -2.5493 -0.2910 1.9049  C9 1.049
13 H -0.8652 0.5834 -0.7959  N3 1.073
14 H 1.5668 0.6372 -0.0975  N2 1.098
15 H -0.7904 -1.4896 -2.7030  C8 1.036
16 H -2.5232 1.2269 2.4384  C9 1.091
17 H -2.2966 0.8996 0.7900  C9 1.018
18 H -0.1049 1.8598 3.5526  C6 1.057
19 H 2.7574 -1.1531 -1.3959  C4 1.163
20 H 0.9677 -1.0008 2.1460  S1 1.297
21 H 0.9644 0.8261 -2.0161  C7 1.064
22 H 1.1370 -1.9448 -1.1135  C4 1.071
23 H 1.4465 -0.2653 -3.2917  C7 1.142

Results
Energy relative to the best compared isomer or geometry (same formula, charge and spin)   118.54 kcal per mole
Total charge   0
2S+1   1
HOMO-LUMO gap   6.16 eV

***

Record 4
This record from the OMol25 dataset describes a cluster of 2 separate species, C6H14N2Si in total at a distorted geometry. The level of theory is wB97M-V/def2-TZVPD.

Last columns: bonded neighbours and bond lengths (Å).
Cartesian coordinates (Å):
1 Si -1.0076 -0.0533 0.1925  C5 1.899, C6 1.906, C8 1.948, C9 1.964
2 N 4.4436 -0.3340 0.3112  N3 1.137, C4 1.245
3 N 4.4434 -1.1189 1.1332  N2 1.137
4 C 4.5842 0.5194 -0.5847  N2 1.245, H13 1.043, H18 1.084
5 C -1.4773 0.5257 -1.5542  Si1 1.899, H10 1.046, H11 1.073, H14 1.066
6 C -0.9391 1.0537 1.7426  Si1 1.906, H12 1.134, H16 1.051, H21 1.162
7 C 1.2611 -1.1119 -1.3904  C8 1.354, H22 1.022, H23 1.053
8 C 0.7423 -0.8264 -0.1727  Si1 1.948, C7 1.354, H15 1.223
9 C -2.0507 -1.5641 0.8896  Si1 1.964, H17 1.078, H19 1.113, H20 1.108
10 H -1.9014 -0.3364 -1.9683  C5 1.046
11 H -0.6006 0.6918 -2.1501  C5 1.073
12 H -0.2996 0.5791 2.5493  C6 1.134
13 H 4.7559 1.5186 -0.3380  C4 1.043
14 H -2.1651 1.3393 -1.5756  C5 1.066
15 H 1.3084 -1.0461 0.8887  C8 1.223
16 H -0.3954 1.9430 1.6093  C6 1.051
17 H -1.3300 -2.1398 1.4483  C9 1.078
18 H 4.2225 0.2844 -1.5792  C4 1.084
19 H -2.6260 -2.1482 0.1363  C9 1.113
20 H -2.7722 -1.1054 1.5947  C9 1.108
21 H -1.8890 1.4695 2.2663  C6 1.162
22 H 2.1504 -1.5849 -1.5653  C7 1.022
23 H 0.6334 -0.9638 -2.2234  C7 1.053

Results
Energy relative to the best compared isomer or geometry (same formula, charge and spin)   118.65 kcal per mole
Total charge   0
2S+1   1
HOMO-LUMO gap   9.51 eV

***

Record 5
This record from the OMol25 dataset describes an isolated molecule of C6H14N4 at a distorted geometry. The level of theory is wB97M-V/def2-TZVPD.

Last columns: bonded neighbours and bond lengths (Å).
Cartesian coordinates (Å):
1 N 0.1623 -1.5720 0.9894  C8 1.468, C9 1.454, H17 1.049
2 N 1.7131 -0.3807 -0.2966  C5 1.494, C9 1.454, H13 1.015
3 N -0.4005 1.1797 -1.4795  C6 1.465, C10 1.432, H11 1.043
4 N -0.9152 0.8434 0.9011  C7 1.499, C10 1.514, H14 1.051
5 C 1.9128 0.5567 -1.4433  N2 1.494, C6 1.521, H19 1.113, H22 1.093
6 C 0.9543 1.7359 -1.4983  N3 1.465, C5 1.521, H12 1.091, H16 1.096
7 C -1.5937 -0.1255 1.8215  N4 1.499, C8 1.546, H20 1.113, H24 1.113
8 C -1.2202 -1.5868 1.4831  N1 1.468, C7 1.546, H15 1.069, H21 1.089
9 C 0.3384 -0.8536 -0.2623  N1 1.454, N2 1.454, C10 1.547, H18 1.136
10 C -0.7498 0.2257 -0.4709  N3 1.432, N4 1.514, C9 1.547, H23 1.133
11 H -1.1739 1.8790 -1.4579  N3 1.043
12 H 1.0507 2.2561 -2.4528  C6 1.091
13 H 1.7581 0.0990 0.5970  N2 1.015
14 H 0.0662 0.9751 1.2536  N4 1.051
15 H -1.8987 -2.0290 0.7856  C8 1.069
16 H 1.2193 2.3294 -0.6158  C6 1.096
17 H 0.6165 -2.5125 0.8897  N1 1.049
18 H 0.2828 -1.5586 -1.1517  C9 1.136
19 H 1.8646 -0.0921 -2.3460  C5 1.113
20 H -2.6764 0.0928 1.6857  C7 1.113
21 H -1.2444 -2.2266 2.3635  C8 1.089
22 H 2.9586 0.8652 -1.3660  C5 1.093
23 H -1.7283 -0.2496 -0.7872  C10 1.133
24 H -1.2966 0.1490 2.8582  C7 1.113

Results
Energy relative to the best compared isomer or geometry (same formula, charge and spin)   20.00 kcal per mole
Total charge   0
2S+1   1
SMILES   C1CN[C@H]2NCCN[C@H]2N1
HOMO-LUMO gap   9.67 eV

***

Please write out number 2 again, unchanged.
This record from the OMol25 dataset describes the ion C6H14N2P with charge +1 at a distorted geometry. The level of theory is wB97M-V/def2-TZVPD.

Last columns: bonded neighbours and bond lengths (Å).
Cartesian coordinates (Å):
1 P 0.5356 0.0327 2.0159  N2 1.652, C6 1.811, H18 1.422
2 N 1.1537 0.7193 0.6467  P1 1.652, C9 1.448
3 N 0.7310 -0.7691 -1.4832  C4 1.553, C5 1.427, C7 1.411, H17 1.063
4 C -0.2415 0.4160 -1.2341  N3 1.553, C8 1.533, C9 1.471, H10 1.091
5 C -0.3124 -1.6672 -1.1095  N3 1.427, C8 1.516, H19 1.124, H22 1.044
6 C -1.1015 0.6736 2.4482  P1 1.811, H15 1.140, H20 1.011, H21 1.028
7 C 1.8894 -0.6788 -0.6833  N3 1.411, H12 1.029, H23 1.105
8 C -1.3326 -0.5820 -0.8294  C4 1.533, C5 1.516, H14 1.030, H16 1.186
9 C 0.3929 1.4200 -0.3665  N2 1.448, C4 1.471, H11 1.130, H13 1.176
10 H -0.3772 0.9498 -2.1755  C4 1.091
11 H 1.0921 2.0543 -0.9868  C9 1.130
12 H 2.6778 -0.0941 -0.9936  C7 1.029
13 H -0.4202 2.0945 0.1490  C9 1.176
14 H -1.6090 -0.5167 0.1604  C8 1.030
15 H -1.1486 1.8115 2.3973  C6 1.140
16 H -2.4049 -0.5920 -1.3363  C8 1.186
17 H 0.9302 -0.7428 -2.5266  N3 1.063
18 H 1.1995 0.8698 2.9540  P1 1.422
19 H -0.0101 -2.5370 -0.4652  C5 1.124
20 H -1.2627 0.4683 3.4254  C6 1.011
21 H -1.8495 0.3032 1.8477  C6 1.028
22 H -0.5839 -2.2016 -1.9639  C5 1.044
23 H 2.0520 -1.4318 0.1094  C7 1.105

Results
Total charge   +1
2S+1   3
HOMO-LUMO gap (alpha / beta)   7.29 / 7.79 eV

***

What is the total charge in the third record? 0